DFT (wB97M-V/def2-TZVPD) results for 6 unconnected molecules or ions with the total composition C6H24O6 at a distorted geometry.

XYZ file:
```
36
Properties=species:S:1:pos:R:3:forces:R:3
C 0.2195 -3.7901 0.7442 0.49 -0.20 0.40
O 1.5884 -3.7497 1.1243 0.19 -0.08 0.32
H 0.1203 -4.3442 -0.1892 -0.31 0.36 -0.24
H -0.2978 -4.3641 1.5131 0.00 0.03 0.03
H -0.1930 -2.7812 0.7441 -0.23 -0.10 -0.43
H 2.0523 -3.0631 0.6396 -0.12 -0.01 -0.12
C -3.6121 2.0791 1.6185 0.67 -0.17 -1.16
O -4.7473 2.2677 2.3956 -0.67 0.25 1.06
H -3.1841 1.0803 1.7040 -0.03 -0.06 0.08
H -3.8603 2.2588 0.5725 0.17 -0.10 -0.29
H -2.8202 2.7862 1.8655 -0.24 0.05 0.34
H -5.3403 1.5215 2.2813 0.04 0.04 -0.05
C 2.3305 0.4949 -4.1180 -1.62 -0.21 1.25
O 1.7556 0.1664 -5.3686 1.15 0.04 -0.79
H 1.7920 -0.1313 -3.4066 0.16 -0.02 0.62
H 3.3848 0.3040 -3.9181 0.05 -0.14 -1.14
H 2.1159 1.5223 -3.8239 0.16 0.27 -0.15
H 0.8183 0.3735 -5.3542 0.09 0.06 0.20
C -1.6064 -1.2437 2.8086 -1.01 -1.02 0.14
O -1.0602 0.0525 2.8438 0.00 -0.42 0.43
H -2.5213 -1.3527 3.3909 -0.10 0.37 0.40
H -1.9547 -1.4981 1.8075 0.45 0.24 -0.27
H -0.9444 -2.0330 3.1647 0.37 0.13 -0.17
H -0.6369 0.1504 3.6999 0.11 0.31 -0.03
C -0.0067 0.1430 -0.5432 -1.09 0.24 0.31
O -0.7739 0.9214 0.3792 0.63 0.33 -1.02
H 0.9039 -0.2665 -0.1059 0.05 -0.13 0.13
H -0.6753 -0.6411 -0.8982 0.36 -0.44 -0.30
H 0.2771 0.7579 -1.3973 -0.12 0.11 0.16
H -0.9485 0.3973 1.1643 0.27 0.20 0.26
C 2.9239 1.7472 -0.6870 -1.11 -1.16 0.59
O 3.7041 2.7298 -1.2693 0.85 0.42 -0.22
H 2.5207 1.0440 -1.4157 -0.24 0.13 -0.29
H 3.4349 1.0769 0.0040 0.80 0.50 0.02
H 2.1082 2.1696 -0.1003 -0.29 0.04 -0.06
H 3.1330 3.2141 -1.8700 0.11 0.13 -0.03
```
Positions in Å, forces in eV/Å.

Output
Gap between HOMO and LUMO, eV: 10.427
HOMO energy, eV: -10.100
Structure (SMILES): CO.CO.CO.CO.CO.CO
Electronic energy, hartree: -694.2912
ΔE to the lowest compared entry with this formula, charge and spin, kcal per mole: 101.1